Density functional theory data (wB97M-V/def2-TZVPD) for C7H16N2O in the gas phase in a non-equilibrium geometry.

```
26
C7H16N2O | the OMol25 dataset | wB97M-V/def2-TZVPD
H -0.96 -2.55 1.85
N -0.33 -1.73 1.92
N 0.32 -1.57 0.89
C 1.12 -0.29 0.76
C 2.24 -0.58 -0.25
C 1.77 0.07 2.11
O 0.28 0.76 0.39
C -0.96 0.50 -0.67
C -2.04 -0.54 -0.41
C -0.35 0.33 -2.05
C -1.59 1.89 -0.54
H 2.98 -1.27 0.16
H 1.85 -1.05 -1.16
H 2.74 0.35 -0.54
H 2.38 0.97 1.99
H 2.38 -0.74 2.50
H 1.00 0.33 2.85
H -1.70 -1.56 -0.63
H -2.42 -0.48 0.61
H -2.89 -0.38 -1.08
H 0.51 1.00 -2.18
H -1.09 0.53 -2.82
H 0.01 -0.69 -2.20
H -0.85 2.67 -0.71
H -2.42 2.01 -1.25
H -1.99 2.04 0.47
```

Computed properties:
Structure (SMILES)   [H]/N=N/C(C)(C)OC(C)(C)C
ΔE to the lowest compared entry with this formula, charge and spin   71.0 kcal/mol
Kohn-Sham gap   9.60 eV

Here are the Mulliken charges for atoms 1 to 4, given in e: H 0.259; N -0.730; N 0.012; C 1.677


Density functional theory data (wB97M-V/def2-TZVPD) for a molecular structure, C7H16N4O3 in a non-equilibrium geometry.

```
30
C7H16N4O3 | the OMol25 dataset | wB97M-V/def2-TZVPD
C 0.69 -2.23 0.35
C -0.22 -0.66 1.23
C -0.83 -2.01 0.66
C -0.91 0.94 -0.61
C -2.27 2.77 0.09
C -0.42 0.56 -2.92
C 2.70 0.74 0.12
N 1.07 -1.00 0.63
N -0.76 0.56 0.65
N -0.17 -0.40 2.56
N 1.33 -3.32 0.09
O -1.58 2.02 -0.95
O -0.35 0.20 -1.56
O 2.31 -0.42 0.87
H -1.54 -1.76 -0.13
H -1.29 -2.81 1.31
H -1.48 3.27 0.61
H -2.76 2.09 0.76
H -3.07 3.39 -0.52
H 0.18 -0.12 -3.49
H -0.07 1.65 -3.15
H -1.43 0.52 -3.32
H 3.64 0.95 0.54
H 1.95 1.61 0.17
H 2.81 0.41 -0.87
H -0.86 1.32 1.33
H -0.21 -1.23 3.04
H 0.43 0.41 2.87
H 0.88 -4.14 -0.32
H 2.26 -3.32 -0.06
```

Computed properties:
ΔE to the lowest compared entry with this formula, charge and spin   42.0 kcal/mol
Charge   +2
Kohn-Sham gap   10.89 eV

Here are the Mulliken charges for atoms 1 to 4, given in e: C 0.230; C 0.156; C -0.665; C 0.688


Density functional theory data (wB97M-V/def2-TZVPD) for a molecular structure, C7H16N4OPdSe3Te.

```
33
C7H16N4OPdSe3Te | the OMol25 dataset | wB97M-V/def2-TZVPD
Pd 0.07 0.68 0.10
Se -2.48 0.64 0.38
Se -2.21 1.20 2.68
Te 0.29 1.74 2.36
Se 2.45 0.82 -0.03
C -1.09 -2.85 -0.29
N 0.11 -2.12 0.07
C 1.26 -2.73 -0.56
N 1.42 -4.14 -0.14
C 0.19 -4.85 -0.48
N -1.01 -4.27 0.14
C -0.80 -4.27 1.59
N 0.40 -3.55 2.00
C 0.28 -2.15 1.52
C 1.55 -4.15 1.32
H -1.22 -2.82 -1.38
H -1.95 -2.37 0.18
H 2.15 -2.15 -0.29
H 1.14 -2.69 -1.65
H 0.28 -5.89 -0.16
H 0.07 -4.83 -1.57
H -0.72 -5.31 1.93
H -1.67 -3.81 2.06
H 1.17 -1.59 1.78
H -0.59 -1.68 1.99
H 1.66 -5.18 1.66
H 2.45 -3.59 1.60
C 0.31 1.53 -3.05
O 0.53 0.23 -2.53
H 0.47 2.29 -2.28
H -0.72 1.60 -3.39
H 0.98 1.75 -3.90
H 1.33 0.28 -1.94
```

Computed properties:
Charge   -2
Kohn-Sham gap   4.62 eV

Here are the Mulliken charges for atoms 1 to 4, given in e: Pd 0.136; Se -0.576; Se -0.424; Te -0.221


Density functional theory data (wB97M-V/def2-TZVPD) for a gas-phase ion, C7H16N6 (charge +2) in a non-equilibrium geometry.

```
29
C7H16N6 | the OMol25 dataset | wB97M-V/def2-TZVPD
C 1.55 0.08 0.19
C -1.87 -0.73 1.63
C 1.42 0.06 -2.10
C 0.07 0.50 -1.60
C -1.68 1.63 0.35
C -2.78 0.59 -0.07
C 3.49 -0.96 -1.02
N 2.17 -0.34 -0.91
N 0.32 0.55 -0.11
N -0.48 0.99 0.86
N -2.79 -0.59 0.71
N -1.86 -1.35 2.75
N 1.89 -0.07 1.46
H 1.31 -0.70 -2.99
H 1.95 0.98 -2.50
H -0.12 1.48 -1.85
H -0.77 -0.12 -1.99
H -1.56 2.39 -0.47
H -2.16 2.05 1.17
H -3.78 1.10 -0.05
H -2.45 0.42 -1.15
H 4.21 -0.35 -0.26
H 3.49 -2.03 -0.81
H 4.01 -0.78 -1.89
H -3.34 -1.37 0.30
H -1.31 -1.04 3.57
H -2.83 -1.82 3.02
H 2.75 -0.58 1.61
H 1.16 0.00 2.13
```

Computed properties:
ΔE to the lowest compared entry with this formula, charge and spin   119.9 kcal/mol
Charge   +2
Kohn-Sham gap (spin up / spin down)   7.46 / 8.21 eV

Here are the Mulliken charges for atoms 1 to 4, given in e: C 0.699; C 0.295; C -0.557; C -0.577


Density functional theory data (wB97M-V/def2-TZVPD) for a gas-phase ion, C7H16NO (charge +1) in a non-equilibrium geometry.

```
25
C7H16NO | the OMol25 dataset | wB97M-V/def2-TZVPD
C -2.28 1.31 -0.29
C -2.24 -0.19 -0.61
C -0.58 -0.65 -0.69
N 0.04 -1.24 0.23
C -0.75 -1.83 1.35
C 1.54 -1.30 0.23
C 2.04 0.11 0.68
O 1.23 1.05 0.01
C 1.91 1.88 -0.95
H -2.14 1.87 -1.16
H -1.58 1.55 0.51
H -3.22 1.60 0.04
H -2.73 -0.23 -1.60
H -2.82 -0.77 0.03
H -0.18 -0.21 -1.60
H -1.35 -0.90 1.69
H -1.56 -2.66 1.14
H 0.08 -2.14 1.95
H 1.84 -1.67 -0.69
H 1.83 -1.96 1.04
H 1.84 0.09 1.69
H 3.15 0.06 0.63
H 2.36 2.78 -0.52
H 2.57 1.33 -1.56
H 0.99 2.14 -1.58
```

Computed properties:
Structure (SMILES)   CC/C=[N+](\C)CCOC
ΔE to the lowest compared entry with this formula, charge and spin   72.2 kcal/mol
Charge   +1
Kohn-Sham gap   10.37 eV

Here are the Mulliken charges for atoms 1 to 4, given in e: C -1.051; C -0.669; C 0.054; N 0.069


Density functional theory data (wB97M-V/def2-TZVPD) for a gas-phase ion, C7H16NS (charge +1) in a non-equilibrium geometry.

```
25
C7H16NS | the OMol25 dataset | wB97M-V/def2-TZVPD
C -0.68 0.91 0.13
C -0.54 3.37 0.71
C 0.20 -0.99 1.71
C 1.25 -0.60 -0.82
C -0.93 -2.15 -1.76
C 0.24 2.05 0.39
C 0.13 -0.75 0.16
N -0.91 -1.74 -0.31
S -2.27 0.95 0.12
H -0.64 4.01 -0.15
H -0.06 3.81 1.49
H -1.54 3.20 0.97
H 1.01 -0.47 2.02
H 0.47 -2.07 1.88
H -0.64 -0.69 2.14
H 1.66 -1.63 -1.04
H 0.96 -0.23 -1.72
H 2.02 0.15 -0.34
H -1.75 -2.67 -2.04
H -1.07 -1.24 -2.29
H -0.11 -2.71 -1.90
H 1.06 2.02 -0.41
H 0.81 1.71 1.30
H -1.93 -1.32 -0.19
H -0.90 -2.61 0.18
```

Computed properties:
ΔE to the lowest compared entry with this formula, charge and spin   3.1 kcal/mol
Charge   +1
Kohn-Sham gap (spin up / spin down)   7.18 / 7.52 eV
Multiplicity   3
⟨S²⟩   2.006

Here are the Mulliken charges for atoms 1 to 4, given in e: C 0.167; C -1.523; C -1.663; C -1.638